[1]
Molecular formula: C17H24N5O13V
Method: DFT, the ωB97M-V functional and the def2-TZVPD basis

Positions of all 60 atoms, in Å:
1 O 0.570 -0.452 -3.294
2 V 2.109 -0.699 -2.993
3 O 2.819 0.690 -3.148
4 C 1.398 1.846 -0.670
5 C 1.459 0.454 -0.016
6 O 1.883 -0.590 -0.826
7 H 2.433 2.189 -0.646
8 H 0.809 2.529 -0.051
9 H 0.915 1.849 -1.645
10 H 0.452 0.185 0.351
11 H 2.017 0.505 0.927
12 C 4.710 0.435 4.074
13 N 4.427 0.381 2.593
14 O 4.558 1.372 1.892
15 O 4.117 -0.697 2.146
16 H 3.688 0.737 4.317
17 H 5.415 1.234 4.273
18 H 4.976 -0.534 4.469
19 C -1.679 -1.081 -0.857
20 N -1.391 -2.535 -0.808
21 O -0.232 -2.873 -0.901
22 O -2.354 -3.278 -0.830
23 H -0.850 -0.520 -1.274
24 H -2.032 -0.812 0.136
25 H -2.497 -0.945 -1.560
26 C 5.712 0.964 -1.135
27 N 5.966 -0.480 -1.058
28 O 5.129 -1.173 -0.519
29 O 6.984 -0.909 -1.575
30 H 6.490 1.503 -0.594
31 H 4.778 1.215 -0.646
32 H 5.784 1.337 -2.153
33 C -3.241 -1.628 4.133
34 C -2.451 -1.298 5.214
35 C -1.067 -1.274 5.129
36 C -0.484 -1.650 3.937
37 C -1.244 -2.029 2.836
38 C -2.634 -1.985 2.935
39 N 0.967 -1.596 3.766
40 O 1.452 -2.029 2.744
41 O 1.648 -1.125 4.669
42 H -4.320 -1.626 4.211
43 H -2.870 -1.021 6.173
44 H -0.514 -1.057 6.030
45 H -0.792 -2.194 1.870
46 H -3.127 -2.108 1.978
47 C -2.495 1.201 -3.266
48 C -3.481 1.362 -2.303
49 C -4.783 1.618 -2.737
50 C -5.080 1.649 -4.085
51 C -4.077 1.489 -5.024
52 C -2.770 1.250 -4.626
53 N -6.478 1.770 -4.528
54 O -6.693 1.631 -5.714
55 O -7.331 1.909 -3.678
56 H -1.459 1.161 -2.953
57 H -3.351 1.275 -1.235
58 H -5.532 1.814 -1.983
59 H -4.321 1.547 -6.075
60 H -2.034 1.093 -5.399

**Electronic energy**: -2857.5146 Eh
**E_LUMO**: -2.254 eV

[2]
Molecular formula: C38H10B7N2O56Y
Method: DFT, the ωB97M-V functional and the def2-TZVPD basis

Positions of all 114 atoms, in Å:
1 Y -0.184 -0.886 0.463
2 O 3.371 1.395 -10.496
3 C 2.459 1.627 -9.664
4 O 1.545 0.706 -9.110
5 B 0.679 1.385 -8.114
6 O 1.050 2.828 -8.167
7 C 2.231 2.976 -8.928
8 O 2.855 4.103 -9.105
9 O 0.889 0.872 -6.754
10 C -0.226 0.726 -6.120
11 O -0.302 0.656 -4.864
12 C -1.334 1.028 -7.159
13 O -0.768 1.238 -8.301
14 O -2.501 1.251 -6.827
15 O 4.517 -0.435 -2.429
16 C 5.413 -0.286 -3.334
17 O 6.168 -1.235 -3.698
18 B 7.123 -0.741 -4.723
19 O 6.994 0.712 -4.873
20 C 5.909 1.015 -4.127
21 O 5.386 2.173 -4.002
22 O 8.561 -1.153 -4.495
23 C 9.038 -1.852 -5.421
24 O 10.163 -2.370 -5.520
25 C 7.904 -2.095 -6.434
26 O 6.848 -1.363 -6.033
27 O 8.066 -2.791 -7.459
28 O 1.421 8.031 -6.238
29 C 0.750 7.848 -5.167
30 O 1.248 7.519 -3.985
31 B 0.161 7.159 -3.050
32 O -1.056 7.649 -3.740
33 C -0.774 8.015 -4.997
34 O -1.601 8.407 -5.840
35 O 0.380 7.624 -1.691
36 C 0.522 6.647 -0.877
37 O 0.586 6.654 0.311
38 C 0.166 5.374 -1.598
39 O 0.139 5.703 -2.952
40 O 0.092 4.274 -1.116
41 O 1.533 -4.639 -3.251
42 C 1.917 -5.397 -4.129
43 O 2.310 -5.162 -5.325
44 B 2.575 -6.431 -6.038
45 O 2.458 -7.472 -4.993
46 C 2.002 -6.954 -3.920
47 O 1.583 -7.488 -2.911
48 O 3.899 -6.407 -6.649
49 C 3.742 -6.487 -7.984
50 O 4.677 -6.507 -8.728
51 C 2.239 -6.692 -8.323
52 O 1.638 -6.689 -7.142
53 O 1.754 -6.840 -9.415
54 O 2.842 2.718 6.664
55 C 1.750 3.171 6.904
56 O 1.424 4.065 7.896
57 B -0.035 4.485 7.694
58 O -0.469 3.729 6.492
59 C 0.516 2.989 5.975
60 O 0.472 2.292 4.971
61 O -0.977 4.225 8.807
62 C -1.628 5.306 9.253
63 O -2.420 5.347 10.199
64 C -1.220 6.449 8.361
65 O -0.263 5.943 7.581
66 O -1.589 7.623 8.378
67 O -4.859 -3.726 5.529
68 C -4.110 -3.290 6.390
69 O -4.297 -3.202 7.735
70 B -3.272 -2.299 8.422
71 O -2.309 -2.209 7.321
72 C -2.735 -2.657 6.211
73 O -2.121 -2.589 5.126
74 O -2.686 -2.864 9.630
75 C -2.978 -2.006 10.658
76 O -2.619 -2.139 11.877
77 C -3.839 -0.806 10.186
78 O -3.917 -1.036 8.859
79 O -4.290 0.105 10.848
80 O -5.553 4.267 1.987
81 C -5.898 3.770 3.038
82 O -6.730 4.135 3.966
83 B -6.757 3.126 5.054
84 O -5.781 2.066 4.584
85 C -5.235 2.392 3.483
86 O -4.323 1.769 2.879
87 O -6.363 3.707 6.337
88 C -7.296 3.432 7.160
89 O -7.374 3.812 8.334
90 C -8.498 2.785 6.463
91 O -8.141 2.611 5.289
92 O -9.618 2.502 6.912
93 N -3.981 -3.070 -1.061
94 C -4.246 -4.436 -1.024
95 C -5.322 -5.073 -1.637
96 C -6.251 -4.320 -2.298
97 C -6.121 -2.952 -2.370
98 C -5.029 -2.390 -1.647
99 H -3.559 -4.994 -0.405
100 H -5.510 -6.134 -1.563
101 H -7.076 -4.816 -2.787
102 H -6.931 -2.376 -2.793
103 H -5.080 -1.316 -1.554
104 N 3.620 -3.328 2.535
105 C 3.816 -4.715 2.377
106 C 4.995 -5.344 2.628
107 C 6.161 -4.647 3.021
108 C 5.987 -3.315 3.355
109 C 4.759 -2.728 3.035
110 H 2.921 -5.259 2.115
111 H 5.133 -6.389 2.392
112 H 7.061 -5.235 3.132
113 H 6.869 -2.728 3.564
114 H 4.766 -1.650 2.977

**Electronic energy**: -5990.4782 Eh
**Charge**: -4
**E_LUMO**: -2.807 eV